Density functional theory data (the ωB97M-V functional and the def2-TZVPD basis) for a cluster of 6 separate species, C20H29ClN5O4 in total in a non-equilibrium geometry.

```
59
Properties=species:S:1:pos:R:3:forces:R:3:lowdin_charge:R:1
Cl 1.173950 6.142400 -21.309610 -3.415 -0.778 0.420 0.5516
O 0.496360 6.756790 -22.433990 0.765 0.822 -0.930 -0.3901
O 0.387030 5.032640 -20.942060 -1.397 -1.020 1.023 -0.3578
O 2.421220 5.625560 -21.609390 4.615 -0.818 -2.202 -0.3654
O 1.329970 7.066820 -20.259190 -0.217 1.823 1.387 -0.3427
C 2.828700 2.262920 -23.416070 -0.587 0.568 0.169 -0.1013
C 1.927010 2.241560 -24.660590 -0.252 -0.802 0.717 -0.2273
C 0.562070 3.007310 -24.567410 1.186 -0.025 -1.162 -0.1789
C -0.271210 2.738850 -23.428680 -1.874 -0.921 3.223 -0.2338
N -0.975800 2.480810 -22.525610 1.772 0.553 -2.408 0.1496
H 3.020070 3.302360 -23.149510 0.420 0.070 -0.085 0.0490
H 3.752430 1.705900 -23.572790 0.060 0.197 -0.157 0.0679
H 2.369610 1.859400 -22.513570 -0.333 -0.243 -0.161 0.0713
H 1.676070 1.203970 -24.880890 -0.082 -0.223 0.059 0.0944
H 2.527300 2.546330 -25.517830 -0.364 0.561 -0.054 0.0872
H -0.032410 2.671450 -25.417050 0.002 0.175 -0.273 0.1134
H 0.719900 4.078160 -24.695680 -0.065 -0.039 0.261 0.0845
C -3.549310 9.774530 -18.234460 -0.053 -0.638 1.453 -0.1243
C -2.393510 9.879460 -19.205530 -0.639 -0.433 -0.215 -0.2565
C -1.286910 8.834120 -18.969430 0.366 0.577 -0.249 -0.1853
C -1.724420 7.444550 -19.034390 -0.799 -1.659 0.138 -0.2343
N -2.086070 6.340680 -19.069430 0.409 1.713 0.112 0.1663
H -4.520490 10.187550 -18.507090 0.260 0.180 -0.402 0.0694
H -3.258780 10.223570 -17.284690 -0.029 0.400 0.094 0.0670
H -3.727260 8.748030 -17.913910 -0.143 -0.295 -0.442 0.0651
H -2.014670 10.895500 -19.094860 0.418 -0.107 -0.456 0.1042
H -2.774250 9.713140 -20.213240 0.126 0.252 -0.152 0.0924
H -0.775440 9.014590 -18.023950 -0.054 -0.141 0.137 0.1210
H -0.524150 8.931670 -19.741940 0.134 0.056 -0.030 0.1060
N 4.779890 3.915600 -19.873500 0.720 -0.330 1.221 0.0298
C 6.135400 4.066270 -19.792810 0.465 0.732 -0.566 -0.1651
C 6.570320 3.717070 -18.545720 0.148 -0.366 0.120 -0.1501
C 5.462210 3.226230 -17.838380 -1.601 0.427 -0.451 -0.1254
C 4.332840 3.423420 -18.653670 0.709 -0.007 -0.385 -0.1033
H 4.230440 4.268560 -20.643980 -0.330 -0.111 0.237 0.1206
H 6.710100 4.457500 -20.619280 -0.165 0.054 0.005 0.1003
H 7.536590 3.823620 -18.075210 0.192 -0.125 -0.545 0.0842
H 5.545820 2.810490 -16.845120 -0.484 0.110 -0.015 0.0795
H 3.263240 3.323450 -18.542490 0.170 -0.270 0.326 0.1065
N -2.682430 11.154690 -24.407190 0.626 -1.059 -0.741 -0.0042
C -2.222520 10.401220 -23.354550 0.205 0.213 0.860 -0.1338
C -1.573440 9.262140 -23.829060 -0.689 0.845 1.566 -0.0912
C -1.652840 9.334980 -25.194670 -0.268 0.468 -2.331 -0.1344
C -2.330210 10.487530 -25.557680 0.169 0.001 -0.203 -0.1478
H -3.105380 12.071800 -24.418080 0.126 -0.389 0.407 0.1419
H -2.347000 10.815660 -22.365030 0.029 -0.345 0.078 0.0872
H -1.122360 8.422740 -23.320800 -0.014 0.320 0.490 0.0827
H -1.212480 8.613900 -25.867370 -0.172 0.083 -0.130 0.0909
H -2.559760 10.914970 -26.522570 0.028 -0.156 0.041 0.0946
N 2.302020 6.080230 -25.037140 0.848 -1.374 -1.591 0.0455
C 1.753550 5.759480 -26.259930 0.486 0.953 0.106 -0.1551
C 2.763600 5.239780 -27.053800 -1.297 -0.598 -0.711 -0.1461
C 3.920740 5.034080 -26.284660 -0.790 1.239 1.142 -0.1142
C 3.595600 5.605560 -25.057360 0.361 -0.141 1.112 -0.1415
H 1.790020 6.508870 -24.279360 0.138 -0.172 0.456 0.1097
H 0.713020 6.006580 -26.410350 0.150 -0.019 -0.452 0.1052
H 2.662480 4.968270 -28.094220 -0.186 -0.081 0.038 0.0820
H 4.835420 4.562340 -26.612100 -0.025 0.181 0.254 0.0874
H 4.128710 5.620310 -24.118220 0.219 0.109 -0.153 0.1020
```
Forces are in eV/Å.

Properties
spin multiplicity: 1
Kohn-Sham gap: 8.289 eV
net charge: -1

---

Density functional theory data (the ωB97M-V functional and the def2-TZVPD basis) for a cluster of 5 separate species, C50H43ClFN3O5 in total in a non-equilibrium geometry.

```
103
Properties=species:S:1:pos:R:3:forces:R:3:lowdin_charge:R:1
C 0.549874 -1.937240 -0.858450 0.232 1.197 -0.761 -0.0660
C 1.266460 -0.789081 -1.667448 -0.618 -0.339 0.181 -0.1248
C 0.281334 -0.161118 -2.657018 0.254 -0.064 -0.857 -0.4630
O -0.036556 -0.716373 -3.673378 -0.038 -0.065 0.545 0.1407
O -0.240446 1.095855 -2.385961 0.849 -0.633 -0.139 -0.0496
C 0.721971 2.133472 -2.633147 -0.269 0.819 0.692 -0.1379
C 0.372289 3.338198 -1.653794 0.392 -1.451 -0.379 -0.1088
C -0.525118 2.825260 -0.539693 -0.442 0.354 0.417 -0.1871
C -0.016949 2.223112 0.621292 1.237 0.382 -0.697 -0.1274
C 1.499435 2.057600 0.729260 -0.086 -0.590 -0.057 -0.0106
C -0.840602 1.788107 1.649115 -0.523 -0.297 1.177 -0.0491
C -0.266166 1.176184 2.920324 -0.278 0.311 -2.176 -0.2617
C 0.277353 -0.096519 2.812740 0.503 -0.834 1.209 -0.0237
C 0.804059 -0.669412 3.977456 -0.074 0.157 0.339 -0.0540
C 0.749259 0.072732 5.155118 -0.155 0.012 -0.510 -0.0590
C 0.175338 1.338724 5.088023 0.347 0.317 1.459 -0.1366
N -0.318902 1.923298 4.011015 0.455 -0.478 0.019 0.1423
C -2.231575 1.904704 1.544281 -0.067 0.371 -0.359 -0.0051
C -2.758514 2.508357 0.388807 -1.051 -0.077 0.199 -0.0761
C -1.913298 2.948347 -0.612547 0.209 0.577 -0.969 -0.4554
Cl -2.555864 3.675465 -2.088327 0.058 -0.337 0.488 0.7753
C -4.269446 2.672335 0.276732 0.063 -0.374 0.368 -0.2759
O -4.807062 3.567858 -0.326309 0.088 -0.125 0.056 0.0776
C -5.097680 1.620291 0.984987 0.371 0.156 -0.261 -0.0793
C -6.347160 1.301764 0.486424 0.527 0.310 0.101 0.0564
C -7.071848 0.319414 1.143102 -0.578 0.175 -1.091 -0.1679
N -8.405727 0.013166 0.615787 -0.146 0.842 1.181 0.1843
C -9.198871 0.656930 1.311868 -1.230 0.268 1.442 -0.2736
O -9.940819 1.217551 2.041935 1.283 -1.051 -1.889 0.1881
C -6.573445 -0.327156 2.256160 0.048 0.581 -0.453 -0.1597
F -7.337090 -1.254566 2.853382 0.224 -0.083 0.141 0.1017
C -5.311921 -0.007873 2.764273 -0.157 -0.463 0.571 -0.1665
N -4.859891 -0.689402 3.907451 0.000 -0.819 -0.573 0.1279
C -4.583612 0.989224 2.113416 1.051 0.315 -0.265 -0.0221
C -3.200840 1.414329 2.602761 -0.889 -0.537 -0.116 -0.2296
O -2.957608 1.302926 3.779409 0.445 0.045 -0.237 0.1301
H 1.153100 -2.141289 0.034142 -0.311 -0.251 -0.232 0.0652
H -0.456853 -1.573358 -0.598440 0.298 -0.454 0.181 0.0812
H 0.492496 -2.796390 -1.536751 -0.194 0.038 0.521 0.0743
H 2.042880 -1.279099 -2.271407 0.032 0.491 0.241 0.1046
H 1.678562 -0.045734 -0.974280 -0.019 -0.186 -0.337 0.0865
H 1.751006 1.782543 -2.443440 -0.356 -0.053 -0.013 0.1168
H 0.667289 2.462606 -3.683335 -0.084 -0.217 0.332 0.1322
H -0.106026 4.109701 -2.259327 0.196 0.046 0.518 0.0762
H 1.326997 3.647461 -1.214589 -0.410 0.473 -0.260 0.1069
H 1.702942 1.044411 1.110273 0.174 0.561 0.137 0.0699
H 1.971069 2.811862 1.375241 -0.221 -0.288 -0.002 0.1053
H 2.005482 2.099806 -0.244226 -0.288 0.082 0.314 0.0605
H 0.328905 -0.686078 1.898442 -0.282 0.471 -0.013 0.1039
H 1.236073 -1.670104 4.003626 -0.092 0.228 -0.242 0.1075
H 1.135933 -0.283595 6.108123 -0.094 -0.027 -0.301 0.1049
H 0.139285 1.916322 6.019119 -0.063 -0.035 -0.372 0.1135
H -6.701892 1.846545 -0.387536 -0.201 -0.343 0.217 0.1235
H -3.924109 -1.057314 3.750926 0.123 0.560 0.375 0.1036
H -5.430545 -1.517044 4.066540 -0.160 0.296 0.071 0.0929
C 5.224764 -4.183903 0.238052 0.042 0.010 0.058 -0.0966
C 5.047096 -5.443343 0.795629 -0.025 -0.007 -0.017 -0.0958
C 4.046256 -6.280545 0.318063 -0.003 0.027 0.010 -0.0936
C 3.219853 -5.855841 -0.714140 0.007 -0.012 0.026 -0.0924
C 3.394573 -4.593305 -1.264300 -0.064 0.020 -0.055 -0.1028
C 4.395944 -3.758469 -0.790814 0.007 0.080 0.004 -0.0989
H 6.008776 -3.532983 0.605922 -0.020 -0.006 0.013 0.0986
H 5.689393 -5.773380 1.603107 0.004 -0.004 -0.028 0.0976
H 3.909703 -7.263615 0.751179 0.005 0.014 -0.009 0.1010
H 2.439919 -6.507531 -1.087751 0.012 0.010 0.006 0.1019
H 2.747869 -4.256076 -2.066199 0.003 -0.034 -0.001 0.0939
H 4.529928 -2.774150 -1.224448 0.025 -0.016 0.000 0.0899
C 6.974693 -0.112425 4.047807 0.012 -0.009 -0.009 -0.0959
C 5.774120 -0.467835 3.447822 -0.017 0.012 0.002 -0.0962
C 5.430222 -1.806971 3.322189 -0.031 0.001 -0.011 -0.1043
C 6.288641 -2.791539 3.792808 0.010 -0.008 -0.012 -0.1018
C 7.493211 -2.436434 4.384813 0.009 -0.006 0.006 -0.0949
C 7.835688 -1.097043 4.513755 -0.012 0.005 -0.004 -0.0960
H 7.240059 0.932264 4.151634 0.000 -0.015 -0.010 0.1006
H 5.105219 0.299955 3.078311 0.002 -0.009 0.021 0.0975
H 4.491925 -2.084466 2.856651 0.020 -0.008 -0.009 0.0953
H 6.018630 -3.836256 3.696841 -0.003 0.015 -0.005 0.0948
H 8.165670 -3.204254 4.746962 -0.015 0.014 0.001 0.1007
H 8.774168 -0.820054 4.977527 -0.015 -0.007 -0.004 0.1007
C -9.571388 2.628908 -4.545412 -0.001 0.014 0.002 -0.0990
C -8.538415 3.480014 -4.915793 0.007 -0.007 0.001 -0.0979
C -7.711053 4.031987 -3.947127 -0.013 -0.014 -0.015 -0.0920
C -7.918869 3.736594 -2.606474 0.017 0.022 0.064 -0.0929
C -8.957651 2.892387 -2.236455 0.028 -0.001 -0.004 -0.1009
C -9.782802 2.337006 -3.204929 -0.006 -0.016 -0.003 -0.0954
H -10.212241 2.193393 -5.301957 0.003 0.013 0.011 0.0990
H -8.377568 3.712621 -5.961265 0.002 -0.012 0.015 0.0992
H -6.903519 4.692834 -4.236496 -0.007 -0.012 0.012 0.1011
H -7.271474 4.165155 -1.850329 0.008 -0.017 -0.017 0.0961
H -9.123621 2.666011 -1.189839 -0.010 0.010 -0.014 0.0882
H -10.590812 1.676601 -2.915239 0.015 0.005 -0.003 0.0998
C 6.413182 0.430752 -4.393216 -0.006 -0.012 -0.001 -0.0964
C 5.072189 0.451046 -4.753175 0.000 0.017 0.033 -0.0974
C 4.295552 -0.690893 -4.606130 -0.049 -0.002 0.024 -0.0985
C 4.862055 -1.854733 -4.102348 0.005 0.027 0.018 -0.1061
C 6.205930 -1.877341 -3.750386 -0.020 -0.027 0.024 -0.0989
C 6.980843 -0.734573 -3.894452 -0.015 0.024 -0.003 -0.0941
H 7.016797 1.323173 -4.502291 -0.006 -0.016 -0.011 0.1003
H 4.631498 1.358086 -5.148665 0.007 -0.016 0.002 0.0996
H 3.248114 -0.674487 -4.884438 0.016 -0.011 -0.011 0.1004
H 4.255771 -2.745174 -3.985045 0.024 -0.006 -0.025 0.0959
H 6.648934 -2.786681 -3.362614 -0.020 0.010 0.000 0.1021
H 8.027727 -0.751481 -3.618179 -0.016 -0.003 -0.004 0.1011
```
Forces are in eV/Å.

Properties
spin multiplicity: 1
Kohn-Sham gap: 8.235 eV
structure (SMILES): CCC(=O)OCCc1c(C)c(-c2ccccn2)c2c(c1Cl)C(=O)c1cc(N=C=O)c(F)c(N)c1C2=O.c1ccccc1.c1ccccc1.c1ccccc1.c1ccccc1

---

Question: Look up the spin multiplicity of the first one.
Answer: 1